A 7-piece molecular cluster, C56H66O14 overall, computed with ωB97M-V/def2-TZVPD.

## Properties
- total energy (eV) = -87799.2504
- SMILES = CCCCCCCCCCCCCCCC[C@H](COC)OC.O=C1C=CC(=O)C=C1.O=C1C=CC(=O)C=C1.O=C1C=CC(=O)C=C1.O=C1C=CC(=O)C=C1.O=C1C=CC(=O)C=C1.O=C1C=CC(=O)C=C1

Last column: Mulliken charge in e.
Geometry (Å):
C  6.57590  -3.16513  6.17484  -1.36
C  6.87258  -1.68226  5.95079  -0.35
C  7.42447  -1.36377  4.55339  -0.47
C  6.71343  -0.23915  3.80743  -0.92
C  5.19845  -0.31480  3.84280  -0.37
C  4.53705  0.52169  2.76057  -0.72
C  3.05360  0.19488  2.56475  -0.86
C  2.11828  1.15082  3.31830  -0.28
C  1.29628  0.46589  4.39977  -0.77
C  0.13897  1.29219  4.92419  -1.05
C  -1.06141  1.47771  3.98993  -0.45
C  -2.18045  0.47362  4.20977  -0.89
C  -3.56102  1.05673  3.98469  -0.68
C  -4.68262  0.03718  4.13150  -0.74
C  -6.04070  0.68132  4.42329  -0.62
C  -7.21344  0.11097  3.65266  -0.99
C  -8.49488  0.90105  3.88575  0.42
C  -9.36732  0.18182  4.87992  -0.97
O  -9.78332  -1.05804  4.36455  -0.31
C  -11.05242  -1.51447  4.76817  -0.81
O  -9.12318  1.16984  2.63365  -0.36
C  -10.52436  1.34623  2.66282  -0.86
H  7.38838  -3.65623  6.68949  0.32
H  6.39326  -3.68322  5.24313  0.37
H  5.69699  -3.29355  6.79278  0.35
H  7.61644  -1.39638  6.68197  0.41
H  5.98471  -1.10880  6.16913  0.26
H  8.46169  -1.07681  4.66320  0.31
H  7.35590  -2.25603  3.94496  0.21
H  7.06468  0.73539  4.12491  0.34
H  7.00021  -0.31803  2.76149  0.30
H  4.90731  -1.35495  3.74462  0.37
H  4.85499  0.04074  4.80869  0.17
H  4.59157  1.55505  3.08167  0.27
H  5.08408  0.44044  1.83209  0.54
H  2.86759  -0.80415  2.93948  0.54
H  2.81155  0.16752  1.51046  0.37
H  1.45623  1.65529  2.62458  0.10
H  2.71004  1.91895  3.79963  0.36
H  1.97814  0.26969  5.21955  0.22
H  0.93388  -0.49414  4.04664  0.45
H  0.51788  2.26624  5.21135  0.40
H  -0.23375  0.83149  5.83309  0.47
H  -1.45051  2.48281  4.11458  0.45
H  -0.74393  1.40201  2.95782  0.29
H  -2.15213  0.10120  5.22991  0.37
H  -2.04680  -0.39106  3.56811  0.26
H  -3.63235  1.52848  3.01069  0.27
H  -3.71217  1.81980  4.74396  0.40
H  -4.41384  -0.63630  4.93548  0.43
H  -4.74857  -0.52902  3.21023  0.40
H  -6.23038  0.61923  5.48819  0.24
H  -5.98233  1.73819  4.17909  0.45
H  -7.39098  -0.92597  3.91223  0.30
H  -6.98146  0.13582  2.59678  0.40
H  -8.23238  1.85305  4.34862  0.24
H  -8.74993  0.03536  5.76714  0.42
H  -10.20591  0.79454  5.19466  0.53
H  -10.95620  -2.34643  5.45713  0.29
H  -11.63382  -0.73262  5.24525  0.35
H  -11.60119  -1.86037  3.90251  0.25
H  -11.01002  0.37845  2.65966  0.26
H  -10.80358  1.85330  1.75008  0.34
H  -10.87452  1.95277  3.49029  0.36
C  -9.12895  -0.68358  -1.22352  -0.36
C  -9.32878  0.52182  -0.69793  -0.13
C  -9.74785  1.66819  -1.54503  0.27
O  -9.93838  2.76591  -1.06599  -0.55
C  -9.94137  1.42022  -2.99518  -0.39
C  -9.74103  0.21611  -3.51815  -0.40
C  -9.31433  -0.93151  -2.67640  0.28
O  -9.13735  -2.02998  -3.15843  -0.54
H  -8.82693  -1.53538  -0.62706  0.46
H  -9.20055  0.73252  0.35780  0.56
H  -10.25036  2.27090  -3.58918  0.42
H  -9.87429  0.01015  -4.57100  0.41
C  2.17180  2.51570  -0.53295  -0.22
C  1.18005  2.38519  -1.41068  -0.44
C  1.38744  1.67408  -2.69809  0.23
O  0.48359  1.53830  -3.49788  -0.56
C  2.73866  1.13285  -2.98062  -0.43
C  3.72740  1.26305  -2.10442  -0.46
C  3.52126  1.95524  -0.80836  0.29
O  4.41576  2.01958  0.00445  -0.57
H  2.04703  3.01474  0.41986  0.47
H  0.18639  2.77602  -1.23264  0.48
H  2.86969  0.61377  -3.92229  0.65
H  4.71701  0.86176  -2.28290  0.51
C  -1.91989  5.23737  -6.72232  -0.36
C  -2.51052  4.60911  -7.73420  -0.38
C  -2.60487  3.12568  -7.77122  0.36
O  -3.14030  2.55592  -8.69722  -0.55
C  -2.01705  2.37416  -6.63422  -0.47
C  -1.42547  2.99969  -5.61969  -0.28
C  -1.33113  4.48161  -5.58573  0.41
O  -0.79130  5.05734  -4.66500  -0.55
H  -1.83782  6.31583  -6.67370  0.41
H  -2.94682  5.13615  -8.57313  0.41
H  -2.09918  1.29558  -6.68235  0.49
H  -0.98922  2.47050  -4.78273  0.53
C  4.18037  1.13232  -8.18716  -0.46
C  3.96840  0.75883  -6.92926  -0.32
C  4.27225  -0.62191  -6.47702  0.56
O  4.07023  -0.96695  -5.32760  -0.58
C  4.82036  -1.57069  -7.47524  -0.16
C  5.03200  -1.19903  -8.73385  -0.48
C  4.73103  0.18214  -9.19089  0.24
O  4.92486  0.52515  -10.33497  -0.54
H  3.96641  2.13218  -8.54244  0.43
H  3.56736  1.43420  -6.18364  0.46
H  5.02688  -2.57252  -7.12197  0.44
H  5.42502  -1.87545  -9.48138  0.42
C  10.82322  -1.40202  1.63561  -0.33
C  10.14344  -2.26709  2.38221  -0.18
C  10.82583  -3.12727  3.38278  0.42
O  10.20579  -3.91580  4.06192  -0.55
C  12.29868  -2.98323  3.51870  -0.41
C  12.97920  -2.11914  2.77168  -0.35
C  12.29573  -1.25887  1.77056  0.32
O  12.91663  -0.47099  1.09156  -0.55
H  10.34656  -0.76412  0.90224  0.42
H  9.07096  -2.38625  2.30288  0.35
H  12.77421  -3.61937  4.25429  0.41
H  14.05181  -1.99738  2.85190  0.41
C  -0.85599  -4.56887  -6.67037  -0.43
C  0.13570  -4.64356  -7.55254  -0.43
C  1.33216  -3.77239  -7.43554  0.41
O  2.24216  -3.83902  -8.23476  -0.53
C  1.37895  -2.81769  -6.30083  0.13
C  0.38692  -2.73927  -5.41960  -0.58
C  -0.81013  -3.61077  -5.53373  0.31
O  -1.71407  -3.54653  -4.72984  -0.54
H  -1.73600  -5.19563  -6.73127  0.41
H  0.12492  -5.33391  -8.38624  0.41
H  2.26132  -2.19987  -6.23256  0.28
H  0.40188  -2.04986  -4.58443  0.56



An isolated ion of composition C2H7N4O and charge +1, computed with ωB97M-V/def2-TZVPD.

## Properties
- total charge = +1
- total energy (eV) = -10184.9949
- SMILES = [H]/N=N/CC(=[NH2+])NO

Last column: natural (NBO) charge in e.
Geometry (Å):
C  0.30265  0.40359  0.05454  0.50
C  -0.34944  -1.02369  0.04079  -0.36
N  1.59200  0.31874  -0.07364  -0.23
N  -1.78923  -1.09709  -0.06297  -0.02
N  -2.35778  0.00940  -0.08196  -0.34
N  -0.38382  1.48542  0.22846  -0.75
O  2.21558  -0.84868  -0.11346  -0.54
H  0.15995  -1.65478  -0.70557  0.29
H  0.05579  -1.33177  1.02339  0.28
H  2.16921  1.22046  -0.21585  0.41
H  3.11388  -0.93019  0.25967  0.53
H  -3.29953  -0.12429  -0.50464  0.38
H  -1.42981  1.17815  -0.01779  0.43
H  0.00058  2.39473  0.16900  0.42



One molecule with the formula C4H6FN, computed with ωB97M-V/def2-TZVPD.

## Properties
- total energy (eV) = -8451.8232
- SMILES = CC[C@@H](F)C#N

Last column: natural (NBO) charge in e.
Geometry (Å):
C  0.82980  -0.81577  -0.68423  -0.61
C  0.57232  -0.00184  0.63456  -0.42
C  -0.61605  0.96579  0.35989  0.13
C  -1.75079  0.04712  0.04338  0.23
H  1.43506  -0.16544  -1.26362  0.21
H  -0.10930  -1.13413  -1.14868  0.23
H  1.46152  -1.66858  -0.40915  0.22
H  0.48278  -0.43856  1.61215  0.23
H  1.48396  0.64897  0.60615  0.22
H  -0.81932  1.55907  1.24655  0.20
N  -2.49250  -0.76917  -0.24994  -0.30
F  -0.47748  1.77252  -0.74708  -0.33



A 2-piece molecular cluster, C6H14N2O2 overall, computed with ωB97M-V/def2-TZVPD.

## Properties
- total energy (eV) = -13524.4270
- SMILES = CNC(C)=O.CNC(C)=O

Last column: natural (NBO) charge in e.
Geometry (Å):
C  0.25519  -1.88307  -0.72278  -0.73
C  -3.16949  -0.41423  -0.30774  -0.42
C  -1.20221  -1.62560  -1.01889  0.68
O  -1.79288  -2.07990  -1.96481  -0.61
N  -1.76373  -0.76873  -0.06528  -0.64
H  0.76160  -1.59043  -1.64778  0.23
H  -1.10811  -0.16242  0.40572  0.40
H  -3.41116  0.52584  0.19310  0.20
H  0.78242  -1.43262  0.11926  0.23
H  0.34931  -2.96955  -0.66294  0.25
H  -3.38912  -0.39515  -1.37086  0.22
H  -3.79817  -1.19261  0.12990  0.20
C  1.06575  1.15908  2.45043  -0.42
C  1.81222  1.15585  -1.29873  -0.73
C  2.03549  1.06039  0.14432  0.67
O  3.07708  0.81251  0.72914  -0.61
N  0.94937  1.41236  0.99770  -0.66
H  0.09262  1.76426  0.59243  0.38
H  0.48639  0.26079  2.66522  0.19
H  1.29608  0.28878  -1.69389  0.24
H  2.08542  0.95706  2.74068  0.25
H  0.74822  2.05506  2.97582  0.20
H  1.06687  1.90468  -1.59364  0.23
H  2.77084  1.15761  -1.79641  0.25



A 2-piece molecular cluster, C3H7NO4 overall, computed with ωB97M-V/def2-TZVPD.

## Properties
- expectation value of S² = 2.005
- total energy (eV) = -12898.9676
- multiplicity = 3

Last column: Mulliken spin population.
Geometry (Å):
C  1.66467  0.30537  0.13393  0.03
C  -2.04976  -0.03727  -0.59465  0.18
C  -1.04381  0.87566  0.08894  0.67
N  2.82542  -0.24116  0.54834  0.01
O  1.84298  1.56886  -0.16157  0.02
O  -0.74072  1.87011  -0.41951  0.89
O  -0.94544  0.79769  1.48214  0.14
O  0.69736  -0.36120  -0.17288  0.01
H  -2.47326  0.34201  -1.53153  0.00
H  -1.69980  -1.04453  -0.57988  0.02
H  -2.98798  -0.02076  -0.04559  0.02
H  3.32225  0.54851  0.96520  0.00
H  2.89716  -1.08303  1.04232  0.00
H  1.01380  2.09182  -0.45551  0.00
H  -1.08916  -0.16342  1.70914  0.00